Density functional theory data (ωB97M-V/def2-TZVPD) for a structure of composition C2H8N4O.

```
15
C2H8N4O ωB97M-V/def2-TZVPD
C -0.922 -1.003 0.297
N -1.841 -0.024 -0.069
N 0.006 -1.512 -0.843
N -0.683 -1.717 1.282
H -2.391 0.257 0.731
H -1.435 0.768 -0.553
H 0.838 -0.954 -1.039
H -0.441 -1.738 -1.731
H 0.169 -2.219 0.236
C 1.318 0.985 1.056
O 0.503 2.006 -0.745
N 1.531 1.215 -0.169
H 0.860 2.227 -1.613
H 2.033 0.351 1.560
H 0.455 1.360 1.599
```

Output
Spin multiplicity ... 1

Density functional theory data (ωB97M-V/def2-TZVPD) for a cluster of 2 separate species, C2H8N4O2 in total.

```
16
C2H8N4O2 ωB97M-V/def2-TZVPD
N -0.636 -1.300 -0.973
C -0.026 -0.517 -1.773
N -0.582 0.190 -2.824
N 1.356 -0.300 -1.678
H -1.532 -1.578 -1.347
H -1.585 0.192 -2.872
H -0.156 1.089 -2.997
H 1.809 -0.360 -2.581
H 1.764 -0.946 -1.023
N -0.395 1.305 2.393
C -0.013 0.184 3.111
O -0.374 -0.113 4.207
O 0.888 -0.585 2.458
H -1.173 1.737 2.837
H -0.554 1.165 1.407
H 1.209 -0.162 1.655
```

Output
SMILES ... N=C(N)N.NC(=O)O
Spin multiplicity ... 1

Density functional theory data (ωB97M-V/def2-TZVPD) for the molecule C2H8N4S.

```
15
C2H8N4S ωB97M-V/def2-TZVPD
C 0.604 1.601 0.384
N 0.190 0.537 -0.536
C 0.191 -0.761 -0.006
N 1.269 -1.366 0.364
S 2.812 -0.951 -0.134
N -1.014 -1.358 0.260
N -2.249 -0.957 -0.174
H 1.649 1.938 0.080
H -0.068 2.457 0.293
H 0.639 1.268 1.430
H -0.719 0.739 -0.912
H 2.624 0.197 -0.860
H -0.957 -2.246 0.749
H -2.596 -0.093 0.247
H -2.374 -1.006 -1.185
```

Output
SMILES ... CN/C(=N\S)NN
Spin multiplicity ... 1

We obtain HOMO-LUMO gap values of 0.3241, 0.3623, 0.3015 hartree for the records listed above, in that order.
We obtain energy above the lowest of the compared OMol25 structures with the same formula, charge and spin values of 516.1, 95.5, 53.8 kJ/mol for the records listed above, in that order.